Below is an isolated molecule of C2H5FN2O4S in a non-equilibrium geometry, with properties calculated with the ωB97M-V functional and the def2-TZVPD basis.

Geometry as XYZ:
```
15
C2H5FN2O4S the ωB97M-V functional and the def2-TZVPD basis
C -1.53752 1.10997 -0.75603
C -0.11309 1.33361 -0.06629
N 0.64688 -0.09291 0.22288
N 1.67200 -0.43375 -0.57963
O 2.40924 0.27975 -1.17160
O 1.78417 -1.62860 -0.48861
O 1.26188 -1.96468 1.97226
O -0.47947 -2.48832 0.25236
F -0.89947 -1.04880 1.99034
S 0.30209 -1.61900 1.01070
H -1.89059 1.97390 -1.21385
H -1.36397 0.26771 -1.42446
H -2.22192 0.61782 -0.02063
H 0.55846 1.84198 -0.63950
H -0.12869 1.85133 0.91207
```

Properties
Lowest unoccupied orbital energy in Ha: -0.0048
Largest force on an atom in eV/Å: 4.68
Orbital gap in eV: 11.45
Energy relative to the best compared isomer or geometry (same formula, charge and spin) in kcal per mole: 0.0
E_HOMO in Ha: -0.426
Net charge: 0


Below is an isolated molecule of C2HBrN2O in a non-equilibrium geometry, with properties calculated with the ωB97M-V functional and the def2-TZVPD basis.

Geometry as XYZ:
```
7
C2HBrN2O the ωB97M-V functional and the def2-TZVPD basis
C 0.62400 0.58860 -0.70976
C -0.92530 0.35602 1.14645
N -0.23006 0.90773 0.35564
N 0.82474 -0.61958 -1.01499
O 0.39736 -1.65792 -0.52464
Br -1.77501 -0.98056 1.97006
H 1.08429 1.40569 -1.22275
```

Properties
Lowest unoccupied orbital energy (alpha / beta) in Ha: -0.0477 / -0.0078
Largest force on an atom in eV/Å: 1.32
Orbital gap (alpha / beta) in eV: 6.05 / 9.24
Energy relative to the best compared isomer or geometry (same formula, charge and spin) in kcal per mole: 95.8
E_HOMO (alpha / beta) in Ha: -0.270 / -0.348
Net charge: 0


Below is a structure of composition C45H34BrN7NiO6P2Se2, with properties calculated with the ωB97M-V functional and the def2-TZVPD basis.

Geometry as XYZ:
```
98
C45H34BrN7NiO6P2Se2 the ωB97M-V functional and the def2-TZVPD basis
Ni -0.94070 1.12738 1.64633
C -0.43613 4.39628 2.14217
O -1.40180 3.37716 1.98861
C -2.52296 3.64977 1.25226
C -2.81781 4.82640 0.59253
C -3.98280 4.88324 -0.16962
Br -4.39637 6.51169 -1.06236
C -4.82913 3.80612 -0.31925
C -4.54131 2.60974 0.34533
C -3.41075 2.55719 1.17001
O -3.07423 1.46410 1.86848
C -5.26858 1.36734 0.16401
N -5.07389 0.32559 0.94766
C -5.77241 -0.71701 0.40562
C -5.87812 -2.04547 0.80774
C -6.63501 -2.88189 0.01426
C -7.26510 -2.42886 -1.15019
C -7.17388 -1.11380 -1.56128
C -6.42547 -0.26165 -0.76475
N -6.10652 1.07141 -0.87136
H -0.86673 5.25711 2.66269
H -0.03404 4.70963 1.17405
H 0.36166 3.96096 2.74349
H -2.17591 5.68969 0.66007
H -5.71154 3.89421 -0.93301
H -3.78873 0.75356 1.67100
H -5.38289 -2.40271 1.69572
H -6.73450 -3.92573 0.27534
H -7.82190 -3.12857 -1.75803
H -7.64944 -0.76588 -2.46693
H -6.35395 1.68460 -1.62953
O -3.81709 -3.01937 4.23086
C -3.48990 -2.11524 5.13253
O -3.95135 -2.10517 6.24820
C -2.53055 -1.05335 4.71394
C -2.11683 -0.02316 5.54342
N -1.33285 0.78537 4.81992
N -1.20659 0.35157 3.57397
C -1.91853 -0.76675 3.47064
C -1.93755 -1.46417 2.12529
O -2.53444 -2.53992 2.01942
O -1.31558 -0.87119 1.20359
H -3.33321 -2.90692 3.34772
H -2.34850 0.14232 6.57600
H -0.84456 1.62015 5.10987
Se 5.42754 -1.54647 2.55663
P 4.28826 -1.11024 0.84325
C 5.27726 -0.12404 -0.31980
C 6.12991 -0.76509 -1.21090
C 6.98258 -0.01869 -2.00179
C 7.00874 1.36186 -1.87803
C 6.20846 1.99566 -0.94031
C 5.33866 1.25544 -0.16174
C 3.75600 -2.60073 -0.07534
C 3.65069 -3.80170 0.61318
C 3.32836 -4.96485 -0.06339
C 3.12191 -4.93350 -1.43283
C 3.22328 -3.73563 -2.12204
C 3.53542 -2.57045 -1.44712
C 2.85036 -0.12966 1.26301
C 1.67787 0.34996 0.66864
N 1.02769 1.00254 1.66679
N 1.72837 0.91467 2.76568
N 2.81414 0.24815 2.55213
P 0.99417 0.53097 -0.97421
Se -0.80543 1.68678 -0.87818
C 0.68637 -1.05917 -1.77599
C 0.52224 -2.22513 -1.04337
C 0.18887 -3.39494 -1.70343
C 0.02617 -3.39619 -3.07937
C 0.15226 -2.21852 -3.80136
C 0.46332 -1.04231 -3.14922
C 2.27249 1.43634 -1.92041
C 2.43583 2.77875 -1.59398
C 3.38769 3.54514 -2.23876
C 4.18852 2.97427 -3.21561
C 4.01593 1.64386 -3.55485
C 3.06282 0.87371 -2.91314
H 6.12578 -1.84511 -1.27386
H 7.62987 -0.51859 -2.70883
H 7.65444 1.94465 -2.51767
H 6.26505 3.06716 -0.81398
H 4.71673 1.73886 0.57994
H 3.84979 -3.81435 1.67544
H 3.25499 -5.89721 0.47559
H 2.88893 -5.84320 -1.96553
H 3.06204 -3.70548 -3.19014
H 3.62292 -1.63812 -1.98385
H 0.63453 -2.20521 0.03009
H 0.05634 -4.30550 -1.14037
H -0.22167 -4.31085 -3.59562
H -0.00781 -2.20863 -4.86815
H 0.51943 -0.10698 -3.69122
H 1.78919 3.20767 -0.83978
H 3.50193 4.58833 -1.98697
H 4.92452 3.56778 -3.73611
H 4.62277 1.19318 -4.32528
H 2.93195 -0.15498 -3.21422
```

Properties
Lowest unoccupied orbital energy (alpha / beta) in Ha: -0.0128 / -0.0127
Largest force on an atom in eV/Å: 0.96
Orbital gap (alpha / beta) in eV: 7.05 / 7.06
2S+1: 3
Energy relative to the best compared isomer or geometry (same formula, charge and spin) in kcal per mole: 0.0
E_HOMO (alpha / beta) in Ha: -0.272 / -0.272
Net charge: 0